{"formula": "C6H6", "method": "ωB97M-V/def2-TZVPD", "smiles": "c1ccccc1", "e_above_lowest_ev": 0.098, "homo_ev": -9.339, "total_charge": 0, "gap_ev": 10.53, "elements": ["C", "C", "C", "C", "C", "C", "H", "H", "H", "H", "H", "H"], "coordinates": [[0.04005, 1.35388, 0.33760], [1.04010, 0.47238, 0.79215], [0.98250, -0.87099, 0.50890], [-0.07275, -1.34634, -0.28745], [-1.02977, -0.50776, -0.80771], [-0.93797, 0.85438, -0.52147], [0.04647, 2.37445, 0.65226], [1.84604, 0.93949, 1.35145], [1.71376, -1.56359, 0.85028], [-0.13940, -2.40606, -0.54230], [-1.80977, -0.86480, -1.46404], [-1.67926, 1.56497, -0.86966]], "atomic_forces_ev_per_a": [[0.26, -1.70, -0.54], [-0.25, 1.30, 0.20], [-0.99, 0.01, -0.83], [0.34, -0.80, 0.06], [0.30, 0.90, -0.08], [-0.31, 0.66, 0.76], [0.05, 0.51, -0.08], [0.02, -0.46, 0.16], [0.54, -0.31, 0.29], [0.16, 0.22, 0.22], [-0.03, -0.13, 0.04], [-0.09, -0.21, -0.21]], "mulliken_charge": [-0.46, -0.24, -0.49, -0.18, -0.45, -0.26, 0.38, 0.33, 0.38, 0.31, 0.36, 0.32]}